{
  "formula": "C20H22FeN4O4S",
  "method": "ωB97M-V/def2-TZVPD",
  "species": ["Fe", "C", "C", "O", "C", "C", "O", "C", "C", "O", "C", "C", "O", "H", "H", "H", "H", "H", "H", "H", "H", "H", "H", "H", "H", "H", "H", "H", "H", "S", "N", "C", "C", "C", "C", "C", "N", "C", "C", "N", "C", "C", "C", "C", "C", "N", "H", "H", "H", "H", "H", "H"],
  "positions_angstrom": [[0.3141, 0.3207, -0.5247], [1.3740, 2.7514, 0.6134], [1.4618, 1.7497, 1.7551], [0.5248, 0.7044, 1.4530], [0.5566, -0.4431, 2.3199], [-0.2641, -1.5142, 1.6217], [0.1106, -1.6249, 0.2340], [1.2449, -2.4565, -0.0718], [2.5329, -1.6520, -0.0672], [2.2310, -0.4291, -0.7474], [3.2711, 0.5600, -0.7593], [2.6403, 1.8356, -1.2901], [1.3636, 2.0896, -0.6694], [2.2002, 3.4613, 0.6599], [0.4376, 3.3043, 0.6603], [1.1937, 2.2276, 2.6995], [2.4593, 1.3170, 1.8578], [0.1200, -0.1897, 3.2879], [1.5930, -0.7490, 2.4768], [-1.3191, -1.2446, 1.6121], [-0.1551, -2.4769, 2.1218], [1.0486, -2.8631, -1.0629], [1.3035, -3.2842, 0.6355], [3.3221, -2.1916, -0.5950], [2.8855, -1.4282, 0.9425], [4.0861, 0.2386, -1.4110], [3.6679, 0.6811, 0.2512], [2.4203, 1.7354, -2.3515], [3.3010, 2.6907, -1.1479], [-4.5030, 2.7137, -5.5709], [-4.5379, 2.8470, -3.9685], [-3.4727, 2.2089, -3.5104], [-3.0905, 2.0980, -2.1166], [-3.8235, 2.6325, -1.0548], [-3.3712, 2.4276, 0.2300], [-2.1977, 1.7066, 0.4313], [-1.4808, 1.2039, -0.5691], [-1.9255, 1.3902, -1.8300], [-1.1350, 0.7650, -2.8783], [-0.0371, 0.0935, -2.4667], [0.6793, -0.5556, -3.3799], [0.3551, -0.5578, -4.7331], [-0.7488, 0.1455, -5.1619], [-1.5191, 0.8253, -4.2158], [-2.7121, 1.5870, -4.5292], [-3.2174, 1.7622, -5.7399], [-4.7307, 3.1867, -1.2570], [-3.9126, 2.8118, 1.0824], [-1.8207, 1.5294, 1.4294], [1.5518, -1.0838, -3.0202], [0.9722, -1.1095, -5.4275], [-1.0340, 0.1761, -6.2054]],
  "forces_ev_per_angstrom": [[0.6, 0.0, 0.0], [0.0, -0.1, 0.0], [0.0, 0.0, -0.1], [0.0, 0.0, 0.0], [0.0, 0.0, -0.1], [0.1, 0.0, 0.0], [-0.3, 0.1, 0.1], [0.0, 0.0, 0.0], [0.0, 0.0, 0.0], [-0.1, 0.1, -0.1], [0.0, 0.0, 0.0], [0.0, -0.1, 0.0], [0.0, 0.0, 0.0], [0.0, 0.0, 0.0], [0.0, 0.0, 0.0], [0.0, 0.0, 0.0], [0.0, 0.0, 0.0], [0.0, 0.0, 0.0], [0.0, 0.0, 0.0], [0.0, 0.0, 0.0], [0.0, 0.0, 0.0], [0.0, 0.0, 0.0], [0.0, 0.0, 0.0], [0.0, 0.0, 0.0], [0.0, 0.0, 0.0], [0.0, 0.0, 0.0], [0.0, 0.0, 0.0], [0.0, 0.0, 0.0], [0.0, 0.0, 0.0], [-0.3, -0.4, 0.0], [0.2, 0.3, 0.0], [-0.1, -0.1, 0.0], [0.0, 0.0, 0.0], [0.0, 0.0, 0.0], [0.0, 0.0, 0.0], [0.0, 0.0, 0.0], [0.0, -0.1, 0.1], [0.0, 0.0, 0.0], [0.0, -0.1, 0.0], [0.0, 0.0, -0.1], [0.1, 0.0, 0.0], [0.0, 0.0, 0.0], [0.0, 0.0, 0.0], [0.0, 0.0, 0.0], [-0.1, -0.1, 0.0], [0.2, 0.3, 0.0], [0.0, 0.0, 0.0], [0.0, 0.0, 0.0], [0.0, 0.0, 0.0], [0.0, 0.0, 0.0], [0.0, 0.0, 0.0], [0.0, 0.0, 0.0]],
  "lumo_energy_ev": [-6.2, -6.1],
  "total_charge": 2,
  "orbital_gap_ha": [0.306, 0.306],
  "spin_multiplicity": 1
}

{
  "formula": "C4H12PS",
  "method": "ωB97M-V/def2-TZVPD",
  "species": ["C", "C", "C", "C", "P", "S", "H", "H", "H", "H", "H", "H", "H", "H", "H", "H", "H", "H"],
  "positions_angstrom": [[0.4020, -1.3879, -1.1560], [1.7256, 1.0016, -0.1902], [0.1008, -0.7433, 1.7495], [-1.3138, 0.9547, -0.2106], [0.2446, -0.0287, 0.0995], [-2.7103, -0.1036, -0.2966], [-0.4629, -2.0568, -1.1189], [1.2484, -1.9304, -0.9596], [0.5039, -1.1886, -2.1311], [2.6050, 0.4428, 0.1416], [1.8333, 2.0513, 0.2291], [1.9441, 1.0965, -1.2594], [0.1747, 0.1015, 2.5129], [0.9450, -1.3687, 2.0393], [-0.9015, -1.2936, 1.7958], [-1.4394, 1.9354, 0.3667], [-1.2669, 1.7937, -1.5757], [-3.6326, 0.7239, -0.0363]],
  "forces_ev_per_angstrom": [[-2.7, 0.3, 3.5], [0.8, 0.9, 0.3], [-0.7, 0.8, 0.9], [0.7, 3.9, -3.1], [-0.1, 0.8, -1.7], [1.1, -2.3, -0.3], [0.0, 0.0, 0.4], [2.2, -1.5, 1.2], [0.2, 2.0, -3.6], [-0.2, -0.1, 0.4], [-0.7, -1.4, -0.2], [-0.7, -0.1, 0.0], [-0.6, -0.9, -1.0], [-0.1, -0.3, -0.5], [1.5, 0.8, 0.1], [0.4, -1.9, -0.2], [0.5, -2.5, 3.4], [-1.5, 1.7, 0.6]],
  "lumo_energy_ev": -3.3,
  "total_charge": 1,
  "orbital_gap_ha": 0.356,
  "spin_multiplicity": 1
}

In Ha, the calculated total energy values for the records above are, in order, -2956.7293 -898.8146.